Record 1
The following is a DFT calculation (ωB97M-V/def2-TZVPD) of an isolated molecule of C4H6N2O.

Geometry as XYZ:
```
13
Properties=species:S:1:pos:R:3:nbo_charge:R:1
H 0.76781 -1.11609 -2.39363 0.37
N 0.63024 -0.38657 -1.69999 -0.65
C -0.49088 -0.48612 -1.12442 0.48
C -1.51782 -1.48474 -1.40434 0.20
N -2.31585 -2.30682 -1.54712 -0.26
O -0.92409 0.26254 -0.11863 -0.47
C -0.02257 0.96831 0.74148 -0.06
C 1.25494 0.24061 1.10973 -0.66
H 0.16517 1.94935 0.31372 0.19
H -0.64370 1.10128 1.62004 0.20
H 1.72313 -0.23506 0.25406 0.25
H 1.96790 0.96668 1.50538 0.22
H 1.06929 -0.52842 1.85851 0.21
```

## Properties
- SMILES: [H]/N=C(\C#N)OCC
- HOMO: -0.399 Eh
- Molar mass: 98.1 g/mol
- Energy: -9271.7281 eV
- Multiplicity: 1

---

Record 2
The following is a DFT calculation (ωB97M-V/def2-TZVPD) of an isolated molecule of C4H6N2O.

Geometry as XYZ:
```
13
Properties=species:S:1:pos:R:3:nbo_charge:R:1
C 2.01158 0.69234 -0.03750 -0.56
C 0.69241 0.37427 -0.21689 0.21
C 0.41957 -1.03291 0.10409 -0.32
N -1.04729 -0.95168 0.36094 -0.62
C -1.41821 0.29527 -0.08376 0.70
O -2.71590 0.61521 -0.05121 -0.65
N -0.47270 1.10866 -0.45077 -0.57
H 2.45961 0.47572 0.93187 0.21
H 2.52520 1.47166 -0.56306 0.20
H 1.46365 -1.11282 0.64270 0.26
H 0.58763 -1.76545 -0.69037 0.21
H -1.71453 -1.71363 0.38300 0.42
H -2.79104 1.54337 -0.32904 0.51
```

## Properties
- SMILES: C=C1CNC(O)=N1
- HOMO: -0.286 Eh
- Molar mass: 98.1 g/mol
- Energy: -9270.3896 eV
- Multiplicity: 1

---

Record 3
The following is a DFT calculation (ωB97M-V/def2-TZVPD) of a cluster of 2 separate species, C4H6N2O in total.

Geometry as XYZ:
```
13
Properties=species:S:1:pos:R:3:nbo_charge:R:1
H 2.46790 1.80501 0.49999 0.33
N 1.58041 1.82433 -0.00886 -0.52
C 0.85211 0.84612 0.34604 0.15
C 1.02404 -0.25975 1.29749 -0.37
C -0.09403 -1.00403 1.24525 0.06
N -1.02288 -0.49928 0.33720 -0.63
C -0.53387 0.64416 -0.27864 0.63
O -1.09320 1.30454 -1.11905 -0.52
H 1.88763 -0.44043 1.92273 0.23
H -0.33281 -1.90086 1.80453 0.22
H -1.91791 -0.90522 0.11757 0.42
H -1.22400 -0.41737 -2.94282 0.02
H -1.59337 -0.99721 -3.22143 -0.02
```

## Properties
- SMILES: [H]/N=C1\C=CNC1=O.[H][H]
- HOMO: -0.335 Eh
- Molar mass: 98.1 g/mol
- Energy: -9271.4678 eV
- Multiplicity: 1

---

Record 4
The following is a DFT calculation (ωB97M-V/def2-TZVPD) of an isolated molecule of C4H6N2O.

Geometry as XYZ:
```
13
Properties=species:S:1:pos:R:3:nbo_charge:R:1
C -2.19035 -0.22418 0.28653 -0.26
O -1.37050 0.22479 -0.79026 -0.33
N -0.05606 0.03915 -0.45614 0.10
C 0.78691 1.07082 -0.22799 -0.07
C 2.00737 0.50009 0.02183 -0.34
C 1.77257 -0.89741 -0.11652 -0.06
N 0.48398 -1.17550 -0.42811 -0.27
H -2.06331 0.42925 1.16763 0.18
H -1.99510 -1.25978 0.51883 0.20
H -3.22593 -0.11803 -0.05868 0.20
H 0.44554 2.08474 -0.16205 0.23
H 2.91954 1.01164 0.26407 0.23
H 2.48535 -1.68557 -0.01913 0.21
```

## Properties
- SMILES: COn1cccn1
- HOMO: -0.344 Eh
- Molar mass: 98.1 g/mol
- Energy: -9270.3597 eV
- Multiplicity: 1

---

Record 5
The following is a DFT calculation (ωB97M-V/def2-TZVPD) of an isolated molecule of C4H6N2O.

Geometry as XYZ:
```
13
Properties=species:S:1:pos:R:3:nbo_charge:R:1
N -0.63544 -1.35976 -1.45705 -0.83
C -0.30516 -0.49362 -0.39246 0.21
N -0.80627 -0.70477 0.86831 -0.50
C -0.32294 0.24173 1.72962 -0.07
C 0.49623 1.08740 1.02059 -0.35
C 0.50363 0.61427 -0.32186 0.17
O 1.16570 1.13329 -1.41207 -0.69
H 0.16737 -1.45197 -2.07122 0.38
H -1.38600 -0.97180 -2.02215 0.37
H -1.37344 -1.50174 1.10588 0.42
H -0.60211 0.24509 2.77366 0.21
H 1.00782 1.95977 1.40659 0.22
H 2.10477 1.16393 -1.19471 0.48
```

## Properties
- SMILES: Nc1[nH]ccc1O
- HOMO: -0.287 Eh
- Molar mass: 98.1 g/mol
- Energy: -9272.5445 eV
- Multiplicity: 1

---

Record 6
The following is a DFT calculation (ωB97M-V/def2-TZVPD) of an isolated molecule of C4H6N2O.

Geometry as XYZ:
```
13
Properties=species:S:1:pos:R:3:nbo_charge:R:1
N 2.27633 -0.04408 -0.18183 -0.68
N 1.46050 -1.10188 -0.05199 -0.30
C 0.28876 -0.69681 -0.04109 0.50
C -0.21418 0.79777 -0.05335 -0.53
C -1.73349 0.50819 -0.18032 -0.29
C -1.90134 -0.78245 -0.08460 0.11
O -0.70116 -1.58291 -0.03814 -0.45
H 2.22642 0.62592 0.66793 0.33
H 3.31895 -0.27997 -0.27883 0.37
H -0.00182 1.27972 1.05032 0.22
H 0.42446 1.43407 -0.74475 0.27
H -2.60963 1.19319 -0.12057 0.24
H -2.83380 -1.35076 0.05721 0.21
```

## Properties
- SMILES: N/N=C1\CC=CO1
- HOMO: -0.302 Eh
- Molar mass: 98.1 g/mol
- Energy: -9270.1338 eV
- Multiplicity: 1

---

Record 7
The following is a DFT calculation (ωB97M-V/def2-TZVPD) of a cluster of 2 separate species, C4H6N2O in total.

Geometry as XYZ:
```
13
Properties=species:S:1:pos:R:3:nbo_charge:R:1
C 0.43909 0.00664 -1.86018 -0.15
C -0.55624 0.10450 -0.96018 0.00
N -0.81540 1.34828 -0.41174 0.02
O -1.43011 1.08063 0.69267 -0.21
C -1.41221 -0.28412 1.08093 0.06
N 1.00517 0.24141 1.48579 -1.08
C -1.04472 -0.92476 -0.07376 -0.41
H 1.03242 0.88894 -2.07244 0.22
H 1.78924 0.01673 0.90647 0.36
H 0.71950 -0.94734 -2.29833 0.21
H 0.78794 -0.53204 2.09542 0.38
H 1.14023 1.07908 2.02736 0.37
H -0.81154 -1.97502 -0.19888 0.23
```

## Properties
- HOMO (alpha / beta): -0.310 / -0.310 Eh
- Molar mass: 98.1 g/mol
- Energy: -9266.2917 eV
- Multiplicity: 1

---

Record 8
The following is a DFT calculation (ωB97M-V/def2-TZVPD) of a cluster of 2 separate species, C4H6N2O in total.

Geometry as XYZ:
```
13
Properties=species:S:1:pos:R:3:nbo_charge:R:1
N 0.76844 -1.84074 -1.98581 -0.51
C 0.89194 -0.90378 -1.22886 0.38
O 0.82195 0.41254 -1.06989 -0.50
C -0.41102 0.94216 -0.55565 -0.05
C -0.43164 0.96227 0.97564 -0.55
C -0.83206 -0.31515 1.57567 0.27
N -1.17847 -1.31549 2.04040 -0.30
H 1.23969 -1.97612 -0.63438 0.39
H 1.40384 -1.28398 0.12212 -0.09
H -1.25522 0.38105 -0.96768 0.21
H -0.44240 1.96615 -0.93066 0.21
H 0.56081 1.24123 1.34421 0.27
H -1.13588 1.72986 1.31490 0.26
```

## Properties
- HOMO: -0.344 Eh
- Molar mass: 98.1 g/mol
- Energy: -9267.3343 eV
- Multiplicity: 1

---

Record 9
The following is a DFT calculation (ωB97M-V/def2-TZVPD) of a cluster of 2 separate species, C4H6N2O in total.

Geometry as XYZ:
```
13
Properties=species:S:1:pos:R:3:nbo_charge:R:1
N 0.17586 -2.56827 -0.27891 -0.66
C 0.21293 -1.35433 0.02242 0.39
O 1.21795 -0.52212 -0.47450 -0.52
C 0.93513 0.85230 -0.76848 -0.05
C 0.04815 1.38855 0.34368 -0.55
C -1.31853 0.86203 0.32593 0.28
N -2.44067 0.60011 0.41241 -0.32
H -0.62201 -2.87187 0.31025 0.34
H -0.98686 -1.45177 1.04355 0.14
H 0.44774 0.92937 -1.74777 0.19
H 1.88927 1.40496 -0.83294 0.21
H 0.48830 1.13738 1.31671 0.26
H -0.07969 2.46772 0.28515 0.26
```

## Properties
- HOMO: -0.353 Eh
- Molar mass: 98.1 g/mol
- Energy: -9268.5602 eV
- Multiplicity: 1

---

Record 10
The following is a DFT calculation (ωB97M-V/def2-TZVPD) of a cluster of 2 separate species, C4H6N2O in total.

Geometry as XYZ:
```
13
Properties=species:S:1:pos:R:3:nbo_charge:R:1
C 2.91413 -0.28168 0.57582 0.06
C -0.44903 0.27106 -0.18493 0.33
C 0.48012 2.54260 0.02936 -0.12
C -1.14362 -1.94616 -0.21668 -0.24
N 2.48305 -0.23794 1.62700 -0.30
N 0.21477 1.32231 0.00363 -0.38
O -0.32303 -0.94014 0.51731 -0.52
H 1.08393 3.04597 -0.69460 0.18
H -0.09179 3.21418 0.74700 0.18
H 3.31540 -0.35960 -0.45902 0.24
H -0.52574 -2.66470 -0.58493 0.17
H -1.70016 -1.27299 -1.00751 0.21
H -1.71102 -2.37180 0.57537 0.19
```

## Properties
- HOMO (alpha / beta): -0.297 / -0.297 Eh
- Molar mass: 98.1 g/mol
- Energy: -9268.1156 eV
- Multiplicity: 1

---

Record 11
The following is a DFT calculation (ωB97M-V/def2-TZVPD) of an isolated molecule of C4H6N2O.

Geometry as XYZ:
```
13
Properties=species:S:1:pos:R:3:nbo_charge:R:1
C 2.10433 -0.08162 -0.07060 -0.30
O 1.27990 0.55216 -1.03517 -0.46
C 0.02254 0.27540 -0.71234 0.43
C -0.30851 -0.59592 0.33136 -0.30
N -1.63068 -0.27232 0.58102 -0.52
C -1.98990 0.67491 -0.30775 0.19
N -1.02011 1.02723 -1.12415 -0.47
H 3.10444 0.38393 -0.20594 0.20
H 2.21769 -1.14821 -0.31106 0.16
H 1.25819 -0.10672 0.88470 0.22
H 0.02238 -1.62162 0.44154 0.23
H -2.19502 -0.66302 1.31525 0.42
H -2.97808 1.10236 -0.31058 0.20
```

## Properties
- SMILES: COc1c[nH]cn1
- HOMO: -0.308 Eh
- Molar mass: 98.1 g/mol
- Energy: -9270.8355 eV
- Multiplicity: 1

---

Record 12
The following is a DFT calculation (ωB97M-V/def2-TZVPD) of a cluster of 2 separate species, C4H6N2O in total.

Geometry as XYZ:
```
13
Properties=species:S:1:pos:R:3:nbo_charge:R:1
H 3.32677 -1.31934 0.10633 0.36
N 2.34635 -1.05363 0.07697 -0.70
C 2.18205 0.04872 0.66221 0.41
O 0.98343 0.63723 0.81670 -0.49
C -0.08671 0.26511 0.05249 0.10
C -1.25758 0.79794 0.43269 -0.46
H 2.93181 0.69583 1.12079 0.16
H 0.16017 -0.48362 -0.70316 0.21
H -1.42242 0.97943 1.48167 0.22
H -1.99299 1.24263 -0.20739 0.22
C -2.35533 -0.57651 -1.24364 0.06
N -3.33687 -1.04933 -0.86682 -0.32
H -1.47869 -0.18446 -1.72885 0.22
```

## Properties
- SMILES: [H]/N=C/OC=C.C#N
- HOMO: -0.334 Eh
- Molar mass: 98.1 g/mol
- Energy: -9269.4272 eV
- Multiplicity: 1

---

no.,F_max (eV/Å)
1,1.16
2,2.63
3,0.60
4,1.62
5,0.36
6,5.90
7,1.09
8,1.10
9,4.88
10,4.75
11,3.65
12,1.61